Entry 1:
{"formula": "C33H60Cl16N3O5P2S2", "method": "ωB97M-V/def2-TZVPD", "elements": ["C", "C", "P", "C", "C", "C", "S", "C", "C", "O", "C", "O", "C", "C", "O", "N", "C", "O", "N", "O", "C", "N", "C", "S", "C", "P", "C", "C", "C", "H", "H", "H", "H", "H", "H", "H", "H", "H", "H", "H", "H", "H", "H", "H", "H", "H", "H", "H", "H", "H", "H", "H", "H", "H", "H", "H", "H", "Cl", "C", "C", "Cl", "H", "H", "H", "H", "Cl", "C", "C", "Cl", "H", "H", "H", "H", "Cl", "C", "C", "Cl", "H", "H", "H", "H", "Cl", "C", "C", "Cl", "H", "H", "H", "H", "Cl", "C", "C", "Cl", "H", "H", "H", "H", "Cl", "C", "C", "Cl", "H", "H", "H", "H", "Cl", "C", "C", "Cl", "H", "H", "H", "H", "Cl", "C", "C", "Cl", "H", "H", "H", "H"], "positions_angstrom": [[5.37, -1.76, 2.81], [4.61, -2.66, 1.62], [4.33, -1.38, 0.17], [5.82, -1.51, -1.06], [2.68, -1.87, -0.65], [1.36, -1.01, -0.09], [1.61, 0.31, 1.27], [-0.18, -1.26, -0.69], [-1.35, -0.34, -0.01], [-1.55, -0.65, 1.45], [-1.89, 0.60, 2.17], [-1.94, 0.46, 3.64], [-0.66, 0.79, 4.27], [-0.82, 1.67, 5.68], [-2.02, 2.54, 5.68], [-0.36, -2.29, -1.80], [-1.80, -2.42, -2.32], [-2.62, -3.25, -1.38], [-3.53, -3.93, -2.16], [-4.59, -3.29, -2.04], [0.80, -3.14, -2.34], [0.42, -4.15, -3.40], [-0.08, -5.31, -2.80], [-1.28, -6.43, -2.25], [2.38, -2.98, -1.80], [3.87, -3.97, -2.49], [3.39, -5.29, -3.77], [4.61, -5.02, -1.02], [3.49, -5.47, 0.09], [4.62, -1.08, 3.41], [6.21, -1.06, 2.32], [5.91, -2.50, 3.54], [5.38, -3.50, 1.34], [3.60, -3.04, 2.08], [6.50, -0.54, -0.96], [5.44, -1.54, -2.19], [6.44, -2.51, -0.88], [1.72, -0.51, 2.45], [-2.41, -0.43, -0.49], [-1.01, 0.79, -0.16], [-1.23, 1.53, 1.87], [-3.00, 0.88, 1.83], [-0.10, -0.20, 4.59], [0.08, 1.41, 3.61], [0.11, 2.41, 5.77], [-0.80, 0.94, 6.59], [-1.72, 3.47, 5.37], [-1.89, -2.93, -3.37], [-2.27, -1.33, -2.46], [4.35, -5.84, -4.20], [2.73, -6.17, -3.29], [2.82, -4.84, -4.70], [5.56, -4.49, -0.59], [5.00, -6.02, -1.53], [2.72, -6.17, -0.47], [3.96, -6.14, 0.95], [2.86, -4.55, 0.53], [-4.17, -0.13, -4.89], [-5.55, -1.25, -4.79], [-6.10, -1.61, -6.16], [-6.90, -0.23, -6.95], [-6.32, -0.79, -4.16], [-5.19, -2.15, -4.29], [-6.86, -2.40, -6.06], [-5.31, -1.97, -6.83], [-10.19, 3.64, -6.00], [-8.69, 2.80, -5.52], [-7.64, 3.77, -4.99], [-6.99, 4.83, -6.27], [-8.32, 2.24, -6.39], [-8.96, 2.08, -4.75], [-6.79, 3.21, -4.59], [-8.04, 4.40, -4.19], [-4.26, -7.40, -0.81], [-5.65, -6.28, -0.77], [-6.93, -6.94, -1.25], [-6.89, -7.29, -3.00], [-5.39, -5.40, -1.37], [-5.76, -5.96, 0.27], [-7.78, -6.27, -1.08], [-7.12, -7.87, -0.72], [4.23, -3.18, 5.68], [2.85, -4.30, 5.78], [2.30, -4.66, 4.41], [1.50, -3.28, 3.62], [2.09, -3.84, 6.42], [3.21, -5.20, 6.29], [1.55, -5.45, 4.51], [3.09, -5.03, 3.74], [-1.71, 5.98, 4.28], [-2.85, 5.27, 3.12], [-2.14, 4.55, 1.99], [-1.27, 5.67, 0.91], [-3.49, 6.07, 2.74], [-3.47, 4.57, 3.67], [-2.87, 4.01, 1.37], [-1.41, 3.82, 2.37], [2.57, 5.60, -0.29], [2.06, 7.30, -0.20], [2.67, 8.15, -1.31], [4.43, 8.35, -1.10], [2.32, 7.69, 0.79], [0.97, 7.31, -0.29], [2.23, 9.15, -1.30], [2.49, 7.71, -2.30], [-1.38, 9.37, 8.54], [-1.01, 10.01, 6.92], [-0.59, 8.91, 5.95], [1.00, 8.21, 6.37], [-0.23, 10.77, 7.02], [-1.92, 10.49, 6.55], [-0.50, 9.31, 4.94], [-1.32, 8.09, 5.93], [7.46, 1.54, -1.64], [7.83, 2.17, -3.27], [8.24, 1.07, -4.23], [9.83, 0.38, -3.82], [8.61, 2.93, -3.17], [6.92, 2.66, -3.63], [8.33, 1.48, -5.24], [7.51, 0.25, -4.25]], "lowdin_charge": [-0.215, -0.403, 0.920, -0.334, -0.312, -0.369, 0.681, 0.003, -0.151, -0.169, -0.220, -0.129, -0.174, -0.184, -0.141, 0.027, -0.113, -0.141, -0.001, 0.042, -0.093, 0.021, -0.486, 0.682, -0.243, 0.908, -0.356, -0.398, -0.187, 0.071, 0.081, 0.050, 0.074, 0.016, -0.041, 0.035, 0.049, -0.094, 0.135, 0.145, 0.111, 0.163, 0.125, 0.101, 0.139, 0.129, 0.062, 0.149, 0.149, 0.073, 0.048, 0.058, 0.047, 0.101, 0.079, 0.092, 0.060, 0.532, -0.664, -0.652, 0.571, 0.074, 0.044, 0.077, 0.073, 0.544, -0.685, -0.667, 0.536, 0.027, 0.070, 0.065, 0.069, 0.524, -0.657, -0.655, 0.542, 0.022, 0.081, 0.076, 0.073, 0.579, -0.642, -0.639, 0.555, 0.073, 0.078, 0.078, 0.064, 0.609, -0.634, -0.665, 0.564, 0.076, 0.076, 0.074, 0.051, 0.516, -0.673, -0.666, 0.537, 0.074, 0.042, 0.074, 0.070, 0.538, -0.665, -0.693, 0.531, 0.070, 0.073, 0.072, 0.010, 0.576, -0.641, -0.664, 0.541, 0.074, 0.075, 0.074, 0.065], "e_tot_ha": -10675.1089, "charge": 1, "homo_lumo_gap_ev": 6.16}

***

Entry 2:
{"formula": "C37H55BrFNO6S", "method": "ωB97M-V/def2-TZVPD", "elements": ["C", "C", "C", "O", "C", "C", "N", "C", "C", "C", "C", "O", "C", "C", "C", "C", "C", "C", "O", "C", "C", "C", "F", "C", "Br", "O", "S", "O", "O", "H", "H", "H", "H", "H", "H", "H", "H", "H", "H", "H", "H", "H", "H", "H", "H", "H", "H", "H", "H", "H", "H", "H", "H", "H", "H", "H", "H", "H", "H", "H", "H", "H", "H", "H", "H", "H", "C", "C", "C", "C", "C", "C", "H", "H", "H", "H", "H", "H", "C", "C", "C", "C", "C", "C", "H", "H", "H", "H", "H", "H", "C", "C", "C", "C", "C", "C", "H", "H", "H", "H", "H", "H"], "positions_angstrom": [[7.06, -1.69, 0.11], [5.79, -1.78, -0.97], [5.61, -0.25, -1.56], [4.37, 0.02, -2.27], [3.18, 0.04, -1.42], [1.78, 0.38, -2.27], [1.94, 1.88, -2.60], [1.70, -0.37, -3.73], [2.59, 0.32, -4.93], [2.96, -0.79, -6.10], [4.54, -0.84, -6.51], [5.15, -2.10, -5.98], [0.41, 0.16, -1.33], [-0.86, 1.03, -1.94], [-0.99, 2.57, -1.48], [-2.43, 2.93, -0.70], [-2.97, 4.46, -1.13], [-1.76, 5.59, -1.13], [-1.18, 5.85, 0.19], [-0.17, 6.95, 0.11], [-0.17, -1.39, -1.38], [0.91, -2.58, -1.15], [-0.96, -1.69, -2.63], [0.77, 0.47, 0.23], [-0.80, 0.65, 1.47], [1.64, 1.63, 0.47], [3.24, 1.38, -0.06], [4.01, 2.65, -0.47], [4.04, 0.72, 1.13], [6.62, -1.78, 1.21], [7.87, -2.51, -0.07], [7.60, -0.64, 0.08], [6.16, -2.57, -1.79], [4.88, -2.18, -0.35], [6.48, -0.13, -2.37], [5.89, 0.48, -0.70], [3.13, -0.97, -0.84], [2.92, 2.12, -2.83], [1.26, 2.18, -3.34], [0.57, -0.26, -4.09], [1.99, -1.51, -3.72], [3.52, 0.94, -4.56], [1.87, 1.11, -5.46], [2.63, -1.89, -5.81], [2.36, -0.53, -7.09], [4.58, -0.96, -7.69], [5.16, 0.11, -6.21], [6.15, -2.02, -6.01], [-1.85, 0.47, -1.58], [-0.92, 1.00, -3.13], [-0.12, 3.01, -0.83], [-1.03, 3.24, -2.47], [-2.32, 2.95, 0.47], [-3.28, 2.18, -0.99], [-3.59, 4.43, -2.13], [-3.72, 4.78, -0.28], [-2.24, 6.60, -1.52], [-0.88, 5.35, -1.88], [0.89, 6.50, -0.18], [-0.43, 7.75, -0.71], [-0.03, 7.53, 1.12], [-0.98, -1.50, -0.51], [0.29, -3.57, -0.90], [1.65, -2.45, -0.25], [1.58, -2.87, -2.08], [1.38, -0.48, 0.63], [0.18, -4.86, -5.41], [-0.57, -4.29, -4.38], [-1.37, -5.08, -3.57], [-1.43, -6.46, -3.78], [-0.69, -7.04, -4.81], [0.12, -6.24, -5.62], [0.81, -4.24, -6.04], [-0.52, -3.21, -4.22], [-1.95, -4.63, -2.77], [-2.05, -7.08, -3.15], [-0.73, -8.11, -4.98], [0.70, -6.69, -6.42], [-1.83, -2.65, 6.41], [-1.39, -2.16, 5.18], [-1.98, -1.02, 4.63], [-3.01, -0.37, 5.31], [-3.46, -0.86, 6.53], [-2.87, -2.00, 7.08], [-1.37, -3.53, 6.84], [-0.59, -2.66, 4.65], [-1.63, -0.63, 3.68], [-3.46, 0.52, 4.88], [-4.27, -0.36, 7.06], [-3.22, -2.39, 8.04], [-5.85, 1.81, 10.45], [-5.26, 1.71, 9.19], [-5.97, 2.07, 8.05], [-7.29, 2.53, 8.17], [-7.89, 2.61, 9.43], [-7.17, 2.26, 10.57], [-5.29, 1.54, 11.34], [-4.23, 1.36, 9.10], [-5.51, 2.00, 7.07], [-7.85, 2.81, 7.28], [-8.91, 2.96, 9.52], [-7.63, 2.32, 11.55]], "lowdin_charge": [-0.137, -0.196, -0.204, -0.153, -0.235, -0.299, 0.056, -0.118, -0.183, -0.163, -0.232, -0.159, -0.263, -0.147, -0.208, -0.210, -0.169, -0.248, -0.257, -0.116, -0.218, -0.059, -0.115, -0.601, 0.832, -0.314, 0.873, -0.328, -0.371, 0.087, 0.072, 0.082, 0.120, 0.101, 0.156, 0.117, 0.123, 0.083, 0.091, 0.127, 0.107, 0.103, 0.115, 0.111, 0.118, 0.119, 0.124, 0.097, 0.122, 0.128, 0.116, 0.111, 0.073, 0.109, 0.119, 0.117, 0.126, 0.120, 0.102, 0.093, 0.101, 0.143, 0.107, 0.083, 0.095, 0.120, -0.093, -0.099, -0.096, -0.098, -0.100, -0.097, 0.094, 0.077, 0.099, 0.099, 0.099, 0.100, -0.096, -0.092, -0.104, -0.089, -0.094, -0.094, 0.100, 0.100, 0.005, 0.099, 0.083, 0.101, -0.096, -0.102, -0.101, -0.096, -0.098, -0.098, 0.100, 0.097, 0.094, 0.100, 0.100, 0.100], "smiles": "CCCO[C@@H]1[C@@](N)(CCCCO)[C@@](CCCCCOC)([C@H](C)F)[C@H](Br)OS1(=O)=O.c1ccccc1.c1ccccc1.c1ccccc1", "e_tot_ha": -5020.6753, "homo_lumo_gap_ev": 9.47}

***

Entry 3:
{"formula": "C2H6N2O", "method": "ωB97M-V/def2-TZVPD", "elements": ["C", "N", "N", "C", "O", "H", "H", "H", "H", "H", "H"], "positions_angstrom": [[1.43, 0.55, 0.31], [0.55, -0.11, -0.68], [-0.31, -1.02, -0.10], [-1.76, -0.33, 0.18], [-1.87, 0.78, 0.55], [1.00, 1.37, 0.71], [1.76, -0.19, 1.01], [2.20, 1.08, -0.20], [0.01, 0.74, -0.94], [-0.52, -1.73, -0.78], [-2.47, -1.14, -0.07]], "lowdin_charge": [-0.103, -0.173, -0.055, -0.218, 0.081, 0.027, 0.079, 0.067, 0.102, 0.076, 0.117], "smiles": "CNNC=O", "e_tot_ha": -264.4722, "de_lowest_kj_mol": 302.34, "homo_lumo_gap_ev": 10.16}